Formula: C26H48Cl3CuN5O3PSi
Source: the OMol25 dataset
Level of theory: ωB97M-V with the def2-TZVPD basis set

Last column: Löwdin spin population.
Atoms and positions in Å:
Cu: 1.023 -1.924 -1.546  0.001
Cl: -3.039 -0.496 1.201  0.347
Cl: -0.184 -2.563 0.373  0.004
Cl: 0.340 -3.207 -3.257  0.000
P: -3.059 -0.928 3.187  0.356
Si: 1.333 0.887 -1.227  0.001
O: 1.043 -0.355 -2.616  0.000
O: -3.242 2.519 2.700  0.001
O: 2.412 -1.563 0.296  0.000
N: -3.772 -0.313 5.690  0.041
N: -1.415 -0.940 5.258  0.015
N: -3.206 -2.666 5.253  0.046
N: 3.473 -1.697 2.370  0.000
N: -4.148 2.522 0.585  0.003
C: 4.515 1.876 -4.614  0.000
C: 5.301 -0.411 -4.424  0.000
C: 2.805 -2.192 1.301  0.000
C: 1.522 -0.442 -3.995  0.000
C: -4.173 2.285 1.913  0.001
C: 1.272 2.697 -1.740  0.000
C: 3.202 1.432 -4.419  0.000
C: 3.980 -0.854 -4.249  0.000
C: 2.931 0.082 -4.202  0.000
C: -3.464 -2.623 3.785  0.058
C: -1.786 -2.343 5.569  0.003
C: -0.073 1.277 -7.182  0.000
C: -2.338 -0.010 5.965  0.002
C: -5.233 2.059 -0.263  0.007
C: 0.886 0.764 -6.156  0.000
C: 4.514 -2.539 2.950  0.000
C: -2.977 3.109 -0.040  0.004
C: 0.001 0.400 -0.077  0.009
C: 3.490 -0.284 2.719  0.000
C: 3.216 0.490 -1.063  0.000
C: -4.072 -1.726 6.007  0.004
C: -1.339 -0.671 3.830  0.006
C: -0.892 -0.447 -4.950  0.000
C: 0.515 0.064 -5.056  0.000
C: -4.164 0.019 4.311  0.049
C: 5.563 0.949 -4.601  0.000
H: -0.661 -1.352 3.287  0.001
H: 0.395 -0.146 0.773  0.000
H: -5.209 -0.288 4.111  0.007
H: -0.608 1.226 0.377  0.002
H: -0.698 -0.283 -0.592  0.007
H: -3.897 -1.869 7.087  0.001
H: -4.989 1.109 -0.767  0.007
H: 0.401 2.887 -2.407  0.000
H: 4.833 -2.097 3.898  0.000
H: 2.646 -3.281 1.394  0.000
H: -2.172 -0.143 7.050  0.001
H: -1.594 0.398 -4.947  0.000
H: 2.482 0.068 2.976  0.000
H: -4.063 1.097 4.147  0.001
H: 3.828 1.168 -1.679  0.000
H: -2.185 3.174 0.709  0.000
H: 4.114 -3.544 3.104  0.000
H: 3.740 -1.917 -4.163  0.000
H: 6.112 -1.160 -4.427  0.000
H: 1.148 3.271 -0.797  0.000
H: -2.112 1.023 5.658  0.000
H: -0.433 0.490 -7.866  0.000
H: 2.371 2.139 -4.489  0.000
H: -5.469 2.816 -1.022  0.000
H: 6.603 1.288 -4.627  0.000
H: 5.379 -2.579 2.268  0.000
H: 3.508 0.598 -0.011  0.000
H: -5.131 1.828 2.246  0.001
H: -4.529 -2.835 3.590  0.007
H: -1.132 -3.026 5.009  0.000
H: -1.136 -1.066 -5.835  0.000
H: -1.645 -2.485 6.657  0.001
H: -2.657 2.495 -0.895  0.002
H: -6.108 1.894 0.378  0.000
H: 2.215 3.011 -2.227  0.000
H: -3.214 4.120 -0.404  0.000
H: -1.012 -1.082 -4.060  0.000
H: 4.720 2.934 -4.786  0.000
H: -0.933 1.768 -6.702  0.000
H: -1.038 0.369 3.623  0.000
H: -2.840 -3.362 3.257  0.001
H: 3.455 -0.534 -1.415  0.000
H: 1.937 0.900 -6.433  0.000
H: 4.125 -0.165 3.607  0.000
H: 1.495 -1.540 -4.132  0.000
H: 0.430 2.030 -7.798  0.000
H: 3.893 0.343 1.918  0.000
H: -5.128 -1.929 5.768  0.000

Values from the calculation:
* charge: -1
* maximum force: 4.8 eV Å⁻¹
* 2S+1: 2
* orbital gap (alpha / beta): 4.0 / 5.8 eV

---

Formula: C5H10O2
Source: the OMol25 dataset
Level of theory: ωB97M-V with the def2-TZVPD basis set

Last column: natural (NBO) charge in e.
Atoms and positions in Å:
O: 0.107 0.711 -0.865  -0.544
O: 2.856 -0.079 -0.973  -0.708
C: 0.602 -0.428 -0.176  -0.114
C: -1.925 0.325 0.405  -0.555
C: -1.598 -1.054 0.091  -0.342
C: 2.061 -0.126 0.185  -0.077
C: -0.654 1.192 0.189  0.025
H: 0.095 0.000 0.899  0.241
H: -2.326 0.503 1.407  0.221
H: 2.095 0.823 0.744  0.164
H: -0.800 2.275 0.105  0.177
H: 0.600 -1.334 -0.789  0.215
H: 2.464 0.593 -1.548  0.471
H: -1.813 -1.850 0.799  0.195
H: 2.465 -0.921 0.818  0.183
H: -1.588 -1.345 -0.955  0.190
H: -2.640 0.715 -0.337  0.257

Values from the calculation:
* charge: 0
* maximum force: 1.2 eV Å⁻¹
* orbital gap (alpha / beta): 8.1 / 8.2 eV

---

Formula: C4H8O2
Source: the OMol25 dataset
Level of theory: ωB97M-V with the def2-TZVPD basis set

Last column: natural (NBO) charge in e.
Atoms and positions in Å:
O: 0.121 -1.184 -1.194  -0.330
O: -0.579 1.629 0.389  -0.543
C: 1.148 -0.399 -1.170  -0.119
C: -0.767 -1.422 -0.264  0.039
C: -1.269 0.681 0.694  0.428
C: -0.724 -0.690 1.029  -0.587
H: 1.756 -0.430 -2.062  0.175
H: 2.341 2.417 -0.238  -0.028
H: 0.299 -0.605 1.425  0.227
H: 1.352 0.214 -0.306  0.177
H: -1.361 -1.197 1.759  0.240
H: -2.376 0.733 0.626  0.112
H: -1.550 -2.090 -0.583  0.186
H: 1.610 2.343 -0.105  0.024

Values from the calculation:
* charge: 0
* maximum force: 0.7 eV Å⁻¹
* orbital gap (alpha / beta): 8.1 / 7.9 eV